Entry 1:
DFT (ωB97M-V with the def2-TZVPD basis set) results for C4H13NO2Si2 in the gas phase at a distorted geometry.

Last column: natural (NBO) charge in e.
Geometry (Å):
C1 2.09 0.08 -0.35  0.7660
C2 0.60 2.13 -0.43  -0.6367
C3 0.79 0.65 -0.63  -0.4193
C4 -0.28 -0.72 0.54  -0.4738
N1 -0.14 -0.50 1.90  -0.8476
O1 3.03 0.56 0.46  -0.6361
O2 2.32 -1.05 -0.86  -0.6741
Si1 -1.97 -0.21 -0.18  0.8600
Si2 0.69 -2.37 -0.17  0.8929
H1 0.38 2.70 -1.41  0.2335
H2 1.52 2.50 0.01  0.1791
H3 -0.24 2.37 0.24  0.2155
H4 0.36 0.39 -1.66  0.2535
H5 2.81 1.37 0.80  0.4814
H6 -0.24 0.48 2.06  0.3701
H7 0.69 -0.97 2.23  0.3764
H8 -3.27 -0.72 0.49  -0.1363
H9 -2.07 -0.55 -1.73  -0.1336
H10 -2.01 1.23 0.09  -0.1879
H11 1.84 -2.88 0.62  -0.1326
H12 0.35 -2.39 -1.58  -0.1362
H13 -0.29 -3.18 0.74  -0.2142

Properties
orbital gap	8.999	eV
energy above the lowest of the compared OMol25 structures with the same formula, charge and spin	6.397	eV
E	-944.2967	Ha
molar mass	163.33	g/mol
F_max	3.35	eV/A
HOMO energy	-8.7	eV


Entry 2:
DFT (ωB97M-V with the def2-TZVPD basis set) results for a molecular structure, C58H52CoGeP3Si at a distorted geometry.

Last column: Mulliken spin population.
Geometry (Å):
Co1 -0.03 -0.01 0.07  0.1998
C1 0.04 -5.59 -2.92  0.0023
C2 -0.27 -4.59 -3.82  -0.0003
C3 -0.09 -3.24 -3.48  0.0090
C4 0.40 -2.87 -2.23  -0.0199
C5 0.73 -3.90 -1.34  -0.0032
C6 0.55 -5.24 -1.67  -0.0016
P1 0.75 -1.10 -1.69  -0.0433
C7 0.50 -0.18 -3.26  -0.0145
C8 -0.81 -0.10 -3.75  0.0546
C9 -1.11 0.62 -4.90  0.0143
C10 -0.10 1.30 -5.57  -0.0028
C11 1.20 1.28 -5.07  0.0080
C12 1.49 0.54 -3.92  0.0078
C13 2.60 -1.37 -1.53  -0.0018
C14 3.46 -1.70 -2.58  -0.0081
C15 4.81 -1.90 -2.35  -0.0011
C16 5.31 -1.81 -1.06  -0.0005
C17 4.45 -1.55 0.01  0.0009
C18 3.07 -1.35 -0.21  0.0116
Si1 1.71 -0.99 1.07  -0.0212
C19 2.49 0.01 2.48  -0.0015
C20 3.42 -0.39 3.46  0.0009
C21 3.87 0.51 4.43  0.0004
C22 3.39 1.81 4.44  0.0004
C23 2.46 2.23 3.48  0.0016
C24 2.01 1.33 2.51  -0.0007
P2 0.88 1.73 1.10  -0.0268
C25 0.07 3.27 1.72  0.0100
C26 -0.68 3.18 2.90  0.0063
C27 -1.35 4.28 3.42  0.0008
C28 -1.27 5.51 2.77  -0.0006
C29 -0.54 5.61 1.60  0.0014
C30 0.13 4.50 1.08  0.0002
C31 2.14 2.42 -0.08  0.0079
C32 1.69 2.89 -1.32  -0.0158
C33 2.58 3.35 -2.28  0.0046
C34 3.95 3.32 -2.04  -0.0014
C35 4.42 2.83 -0.83  0.0007
C36 3.52 2.40 0.15  -0.0039
C37 1.15 -2.61 1.93  0.0022
C38 1.96 -3.66 2.40  0.0000
C39 1.41 -4.79 3.00  0.0001
C40 0.03 -4.89 3.14  -0.0001
C41 -0.79 -3.86 2.70  0.0050
C42 -0.24 -2.72 2.09  0.0021
P3 -1.22 -1.30 1.40  -0.0639
C43 -2.70 -2.17 0.68  -0.0138
C44 -3.98 -1.63 0.73  0.0183
C45 -5.03 -2.19 0.00  0.0052
C46 -4.82 -3.29 -0.81  0.0003
C47 -3.55 -3.86 -0.86  0.0009
C48 -2.50 -3.30 -0.12  0.0011
C49 -1.99 -0.52 2.89  -0.0097
C50 -1.84 -0.95 4.20  0.0044
C51 -2.44 -0.26 5.26  -0.0007
C52 -3.21 0.87 5.01  0.0018
C53 -3.36 1.32 3.71  0.0149
C54 -2.74 0.65 2.66  -0.0388
H1 -0.10 -6.63 -3.18  0.0001
H2 -0.65 -4.84 -4.80  0.0000
H3 -0.34 -2.48 -4.20  0.0011
H4 1.13 -3.65 -0.37  0.0058
H5 0.81 -6.00 -0.95  0.0000
H6 -1.61 -0.60 -3.20  -0.0542
H7 -2.13 0.66 -5.26  0.0003
H8 -0.32 1.87 -6.46  0.0000
H9 1.98 1.83 -5.57  0.0006
H10 2.50 0.56 -3.52  0.0023
H11 3.07 -1.79 -3.59  0.0015
H12 5.48 -2.14 -3.17  0.0002
H13 6.38 -1.95 -0.88  0.0002
H14 4.85 -1.49 1.02  0.0000
H15 3.79 -1.41 3.48  0.0000
H16 4.58 0.19 5.18  0.0000
H17 3.74 2.52 5.19  0.0001
H18 2.10 3.25 3.49  -0.0001
H19 -0.74 2.22 3.41  -0.0001
H20 -1.93 4.18 4.33  -0.0001
H21 -1.79 6.37 3.17  -0.0002
H22 -0.48 6.57 1.08  0.0000
H23 0.71 4.60 0.17  -0.0004
H24 0.63 2.86 -1.52  0.0076
H25 2.19 3.71 -3.23  0.0002
H26 4.65 3.65 -2.81  -0.0001
H27 5.49 2.79 -0.64  0.0001
H28 3.91 2.02 1.09  -0.0007
H29 3.04 -3.61 2.27  0.0000
H30 2.05 -5.60 3.34  -0.0001
H31 -0.40 -5.77 3.60  -0.0001
H32 -1.87 -3.94 2.79  0.0005
H33 -4.18 -0.76 1.34  -0.0089
H34 -6.02 -1.74 0.05  0.0002
H35 -5.63 -3.71 -1.40  0.0000
H36 -3.35 -4.72 -1.48  0.0002
H37 -1.52 -3.75 -0.17  -0.0010
H38 -1.23 -1.82 4.41  0.0005
H39 -2.30 -0.61 6.28  0.0000
H40 -3.68 1.40 5.84  0.0004
H41 -3.93 2.22 3.51  0.0007
H42 -2.79 1.04 1.64  0.0569
C55 -4.14 1.51 -2.53  0.0018
Ge1 -2.46 2.14 -1.72  0.0496
C56 -3.05 3.63 -0.58  0.0802
C57 -1.49 3.05 -3.17  0.0170
C58 -1.64 0.68 -0.79  0.8941
H43 -4.51 2.22 -3.29  -0.0003
H44 -4.90 1.41 -1.74  0.0036
H45 -4.00 0.53 -3.01  -0.0015
H46 -3.65 4.33 -1.19  -0.0028
H47 -2.19 4.18 -0.17  -0.0158
H48 -3.67 3.27 0.25  -0.0053
H49 -2.16 3.19 -4.03  -0.0007
H50 -0.62 2.48 -3.51  -0.0018
H51 -1.15 4.04 -2.83  -0.0001
H52 -2.47 -0.05 -0.78  -0.1351

Properties
orbital gap (alpha / beta)	5.633 / 5.969	eV
2S+1	2
energy above the lowest of the compared OMol25 structures with the same formula, charge and spin	0.753	eV
E	-7014.6551	Ha
net charge	-1
molar mass	1001.60	g/mol
expectation value of S²	0.764
F_max	1.12	eV/A
HOMO energy (alpha / beta)	-3.0 / -3.4	eV


Entry 3:
DFT (ωB97M-V with the def2-TZVPD basis set) results for C2H2O2 in the gas phase at a distorted geometry.

Last column: natural (NBO) charge in e.
Geometry (Å):
C1 0.83 0.02 -0.09  0.3352
C2 -0.79 0.02 0.00  0.3266
H1 1.34 0.99 0.00  0.1172
H2 -1.31 0.92 0.11  0.1107
O1 1.40 -1.00 0.01  -0.4393
O2 -1.48 -0.95 -0.04  -0.4505

Properties
orbital gap	9.257	eV
energy above the lowest of the compared OMol25 structures with the same formula, charge and spin	0.456	eV
E	-227.8311	Ha
SMILES	O=CC=O
molar mass	58.04	g/mol
F_max	2.70	eV/A
HOMO energy	-9.9	eV


Entry 4:
DFT (ωB97M-V with the def2-TZVPD basis set) results for a molecular structure, C25H39Br2N7ORuSeSi.

Last column: natural (NBO) charge in e.
Geometry (Å):
Ru1 0.04 -0.07 -0.17  0.8950
C1 -2.11 2.87 -0.06  -0.6624
C2 -0.66 3.18 0.11  0.3002
C3 -0.27 4.51 0.34  -0.2275
C4 1.05 4.84 0.46  -0.0844
C5 2.02 3.83 0.33  -0.1512
C6 3.44 4.04 0.40  0.0030
Br1 4.11 5.75 0.72  0.2148
C7 4.34 3.00 0.24  -0.2671
C8 3.88 1.71 0.00  -0.0834
Br2 5.09 0.32 -0.21  0.2159
C9 2.49 1.44 -0.07  0.3358
O1 2.04 0.28 -0.27  -0.5054
C10 1.55 2.53 0.10  0.2055
N1 0.24 2.20 0.00  -0.5001
H1 -2.70 3.77 0.11  0.2421
H2 -2.44 2.09 0.62  0.2437
H3 -2.31 2.52 -1.07  0.2396
H4 -1.03 5.26 0.43  0.2473
H5 1.35 5.87 0.64  0.2572
H6 5.40 3.20 0.29  0.2688
C11 -1.53 0.61 -2.78  -0.3818
N2 -2.70 0.10 -2.13  -0.4047
C12 -3.91 0.02 -2.93  -0.2142
C13 -4.93 -0.59 -1.98  -0.2109
N3 -4.17 -0.80 -0.75  -0.4043
C14 -4.84 -1.49 0.33  -0.4098
C15 -2.90 -0.32 -0.85  0.6861
N4 -1.98 -0.25 0.10  -0.5919
C16 -2.28 -0.61 1.49  -0.2233
C17 -1.33 0.14 2.42  -0.2248
N5 0.03 -0.23 2.08  -0.6745
C18 1.04 0.09 2.85  0.6616
N6 2.22 -0.54 2.74  -0.3928
C19 2.42 -1.78 2.02  -0.4159
C20 3.24 0.03 3.60  -0.2113
C21 2.40 0.89 4.54  -0.2154
N7 1.15 1.07 3.80  -0.4202
C22 0.08 1.74 4.51  -0.4100
H7 -1.41 0.12 -3.75  0.2354
H8 -0.61 0.37 -2.22  0.1928
H9 -1.58 1.69 -2.95  0.2031
H10 -3.73 -0.61 -3.81  0.2160
H11 -4.21 1.01 -3.28  0.2119
H12 -5.32 -1.55 -2.33  0.2165
H13 -5.78 0.07 -1.79  0.2154
H14 -5.68 -2.02 -0.11  0.2314
H15 -5.24 -0.81 1.08  0.2089
H16 -4.20 -2.23 0.80  0.2185
H17 -2.15 -1.69 1.64  0.2026
H18 -3.30 -0.33 1.77  0.2100
H19 -1.59 -0.13 3.45  0.2134
H20 -1.52 1.22 2.31  0.1713
H21 1.47 -2.30 1.94  0.2281
H22 3.13 -2.39 2.58  0.2178
H23 2.82 -1.62 1.01  0.2184
H24 3.96 0.61 3.03  0.1952
H25 3.77 -0.76 4.13  0.2251
H26 2.85 1.86 4.74  0.2190
H27 2.21 0.40 5.50  0.2039
H28 0.53 2.53 5.11  0.2279
H29 -0.46 1.07 5.19  0.2046
H30 -0.63 2.22 3.83  0.2104
C23 -1.91 -4.64 -0.08  -1.1438
Si1 -0.12 -4.50 -0.53  1.5861
C24 0.32 -5.25 -2.16  -1.1457
C25 1.04 -4.96 0.84  -1.1480
Se1 0.25 -2.21 -0.99  -0.2868
H31 -2.19 -5.69 0.04  0.2662
H32 -2.55 -4.22 -0.85  0.2477
H33 -2.11 -4.14 0.87  0.2401
H34 0.22 -6.33 -2.11  0.2657
H35 1.35 -5.02 -2.44  0.2629
H36 -0.34 -4.88 -2.95  0.2576
H37 1.04 -6.05 0.96  0.2682
H38 0.73 -4.52 1.79  0.2469
H39 2.06 -4.66 0.62  0.2561

Properties
orbital gap (alpha / beta)	6.865 / 5.480	eV
2S+1	5
E	-9367.9569	Ha
net charge	+2
molar mass	821.56	g/mol
expectation value of S²	6.057
F_max	0.91	eV/A
HOMO energy (alpha / beta)	-12.8 / -13.4	eV


Entry 5:
DFT (ωB97M-V with the def2-TZVPD basis set) results for C6H10O in the gas phase at a distorted geometry.

Last column: natural (NBO) charge in e.
Geometry (Å):
C1 0.71 -0.25 1.76  -0.0714
C2 0.87 0.17 0.34  -0.2297
C3 0.35 -0.88 -0.68  -0.4522
C4 -0.58 0.17 -1.21  0.0554
C5 -1.21 0.31 -2.36  -0.4240
O1 -0.69 -0.65 1.80  -0.7287
C6 -0.23 1.16 -0.13  -0.4552
H1 -0.70 -1.12 2.62  0.4677
H2 1.42 -1.07 2.01  0.1703
H3 0.88 0.60 2.46  0.1709
H4 1.88 0.52 0.14  0.2097
H5 1.07 -1.24 -1.40  0.2121
H6 -0.17 -1.73 -0.24  0.2332
H7 -1.73 1.24 -2.60  0.1978
H8 -1.25 -0.52 -3.05  0.1965
H9 -1.05 1.31 0.57  0.2349
H10 0.11 2.12 -0.50  0.2126

Properties
orbital gap	9.911	eV
energy above the lowest of the compared OMol25 structures with the same formula, charge and spin	1.433	eV
E	-309.7897	Ha
SMILES	C=C1CC(CO)C1
molar mass	98.14	g/mol
F_max	1.83	eV/A
HOMO energy	-9.0	eV